Arrangement P

Molecular formula: C5H5NOS
Method: DFT, ωB97M-V/def2-TZVPD

Its LUMO energy (alpha / beta) is -1.062 / -0.643 eV. The HOMO energy (alpha / beta) is -7.9 / -8.3 eV. For the gap between HOMO and LUMO (alpha / beta), the calculation gives 0.252 / 0.280 hartree.

The geometry in XYZ format:
```
13
C5H5NOS (ωB97M-V/def2-TZVPD)
C 1.46 -1.06 0.89
C -0.72 1.12 -1.33
C -1.26 0.31 -0.27
C 0.45 1.36 -1.90
C 0.14 -0.97 1.34
N 2.61 -1.09 0.72
O -0.90 -0.56 0.64
S -0.37 -2.13 2.63
H -1.51 1.91 -1.54
H -2.37 0.21 -0.15
H 0.58 1.99 -2.77
H 1.38 0.69 -1.91
H 0.52 -1.79 3.66
```

Atom charges from the natural (NBO) analysis, given in e for atoms 1 to 6: C 0.16; C -0.32; C 0.16; C -0.36; C 0.04; N -0.28

=====

Arrangement Q

Molecular formula: C5H5NOS
Method: DFT, ωB97M-V/def2-TZVPD

Its LUMO energy is -1.165 eV. The HOMO energy is -9.6 eV. For the gap between HOMO and LUMO, the calculation gives 0.310 hartree.

The geometry in XYZ format:
```
13
C5H5NOS (ωB97M-V/def2-TZVPD)
C -0.33 -0.13 1.21
C 0.15 -0.15 -0.15
C 0.65 1.35 -0.37
C -1.00 -0.60 -1.01
C 1.33 -0.87 -0.37
H -1.22 0.59 1.39
H -0.82 -1.04 1.51
H 0.45 0.00 1.85
H 0.04 2.33 0.15
H -0.90 -1.87 -1.42
N 2.34 -1.35 -0.95
O 1.72 1.61 -0.98
S -2.41 0.11 -0.86
```

Atom charges from the natural (NBO) analysis, given in e for atoms 1 to 6: C -0.59; C -0.43; C 0.44; C -0.26; C 0.28; H 0.24

=====

Arrangement R

Molecular formula: C5H5NOS
Method: DFT, ωB97M-V/def2-TZVPD

Its LUMO energy is 0.257 eV. The HOMO energy is -8.2 eV. The structure (SMILES) is C=C1C=C/C(=N/O)S1. For the gap between HOMO and LUMO, the calculation gives 0.312 hartree.

The geometry in XYZ format:
```
13
C5H5NOS (ωB97M-V/def2-TZVPD)
C -0.82 0.42 -0.14
C 1.57 -0.16 0.18
C 2.80 -0.54 0.09
C 1.40 1.33 0.06
C 0.07 1.59 -0.13
H -2.41 -1.22 -0.13
H 3.86 -0.14 0.09
H 2.94 -1.72 -0.24
H 2.13 2.00 0.02
H -0.37 2.53 -0.16
N -2.08 0.58 0.07
O -2.87 -0.44 0.14
S 0.08 -1.12 -0.09
```

Atom charges from the natural (NBO) analysis, given in e for atoms 1 to 6: C -0.03; C -0.19; C -0.39; C -0.18; C -0.20; H 0.44

=====

Short version: arrangement R is the most stable of them.

=====

Arrangement P

Molecular formula: C4H12
Method: DFT, ωB97M-V/def2-TZVPD

Its expectation value of S² is 0.750. Its LUMO energy (alpha / beta) is 4.407 / 4.632 eV. The HOMO energy (alpha / beta) is 1.6 / -7.5 eV. Its multiplicity is 2. The charge is -1. For the gap between HOMO and LUMO (alpha / beta), the calculation gives 0.102 / 0.447 hartree.

The geometry in XYZ format:
```
16
C4H12 (ωB97M-V/def2-TZVPD)
C -1.82 0.26 0.99
C -1.77 1.02 -0.36
H -1.56 0.92 1.80
H -2.75 -0.31 1.03
H -1.04 -0.51 0.98
H -2.44 0.57 -1.09
H -2.20 2.01 -0.10
H -0.81 1.17 -0.83
C 1.73 -0.82 0.48
C 1.76 -0.44 -1.04
H 1.53 -1.89 0.58
H 2.76 -0.64 0.78
H 1.10 -0.20 1.09
H 2.82 -0.30 -1.29
H 1.20 0.44 -1.32
H 1.50 -1.27 -1.70
```

Atom charges from the natural (NBO) analysis, given in e for atoms 1 to 6: C -0.76; C -0.75; H 0.19; H 0.19; H 0.20; H 0.18

=====

Arrangement Q

Molecular formula: C4H12
Method: DFT, ωB97M-V/def2-TZVPD

Its expectation value of S² is 0.750. Its LUMO energy (alpha / beta) is 4.342 / 4.415 eV. The HOMO energy (alpha / beta) is 1.5 / -7.2 eV. Its multiplicity is 2. The charge is -1. For the gap between HOMO and LUMO (alpha / beta), the calculation gives 0.104 / 0.426 hartree.

The geometry in XYZ format:
```
16
C4H12 (ωB97M-V/def2-TZVPD)
C -0.77 1.91 0.27
C -2.24 1.57 -0.04
H -0.26 2.03 -0.66
H -0.51 2.85 0.81
H -0.18 1.07 0.78
H -2.88 1.29 0.82
H -2.32 0.89 -0.96
H -2.77 2.50 -0.41
C 1.03 -2.16 -0.42
C 2.01 -1.31 0.21
H 1.04 -2.35 -1.51
H 1.09 -3.19 -0.19
H -0.15 -2.00 -0.21
H 2.32 -0.43 -0.43
H 1.56 -0.87 1.24
H 2.88 -1.87 0.59
```

Atom charges from the natural (NBO) analysis, given in e for atoms 1 to 6: C -0.76; C -0.79; H 0.19; H 0.19; H 0.20; H 0.19

=====

Arrangement R

Molecular formula: C4H12
Method: DFT, ωB97M-V/def2-TZVPD

Its expectation value of S² is 0.750. Its LUMO energy (alpha / beta) is 4.306 / 4.425 eV. The HOMO energy (alpha / beta) is 1.5 / -7.6 eV. Its multiplicity is 2. The charge is -1. For the gap between HOMO and LUMO (alpha / beta), the calculation gives 0.102 / 0.442 hartree.

The geometry in XYZ format:
```
16
C4H12 (ωB97M-V/def2-TZVPD)
C 1.59 1.95 1.70
C 0.68 1.16 0.70
H 1.34 3.01 1.69
H 1.25 1.57 2.67
H 2.65 1.77 1.62
H -0.26 1.01 1.25
H 0.38 1.73 -0.18
H 1.19 0.27 0.33
C -1.64 -1.12 -1.56
C -0.64 -2.07 -0.87
H -1.92 -1.52 -2.53
H -2.44 -0.76 -0.92
H -1.07 -0.22 -1.86
H -0.89 -3.13 -0.94
H -0.58 -1.72 0.16
H 0.37 -1.94 -1.25
```

Atom charges from the natural (NBO) analysis, given in e for atoms 1 to 6: C -0.74; C -1.03; H 0.19; H 0.19; H 0.19; H 0.18

=====

Short version: arrangement R is the most stable of them.

=====

Arrangement P

Molecular formula: C4H12
Method: DFT, ωB97M-V/def2-TZVPD

Its expectation value of S² is 0.750. Its LUMO energy (alpha / beta) is 4.319 / 4.493 eV. The HOMO energy (alpha / beta) is 1.6 / -7.7 eV. Its multiplicity is 2. The charge is -1. For the gap between HOMO and LUMO (alpha / beta), the calculation gives 0.101 / 0.448 hartree.

The geometry in XYZ format:
```
16
C4H12 (ωB97M-V/def2-TZVPD)
C -1.28 1.07 1.40
C 0.16 1.44 1.64
H -1.96 1.86 1.76
H -1.62 0.87 0.39
H -1.60 0.28 2.09
H 0.93 0.71 1.38
H 0.46 2.37 1.13
H 0.34 1.68 2.70
C -0.16 -1.05 -1.33
C 1.26 -1.48 -1.79
H -0.88 -1.41 -2.03
H -0.29 -1.64 -0.41
H -0.24 0.01 -1.16
H 1.49 -0.99 -2.75
H 1.37 -2.55 -1.97
H 2.01 -1.16 -1.06
```

Atom charges from the natural (NBO) analysis, given in e for atoms 1 to 6: C -0.73; C -1.01; H 0.19; H 0.20; H 0.19; H 0.19

=====

Arrangement Q

Molecular formula: C4H12
Method: DFT, ωB97M-V/def2-TZVPD

Its expectation value of S² is 0.750. Its LUMO energy (alpha / beta) is 4.399 / 4.464 eV. The HOMO energy (alpha / beta) is 1.5 / -7.9 eV. Its multiplicity is 2. The charge is -1. For the gap between HOMO and LUMO (alpha / beta), the calculation gives 0.106 / 0.454 hartree.

The geometry in XYZ format:
```
16
C4H12 (ωB97M-V/def2-TZVPD)
C 2.50 -1.38 -0.53
C 2.18 -1.31 0.98
H 2.63 -2.40 -0.89
H 1.73 -0.85 -1.08
H 3.41 -0.81 -0.76
H 2.80 -2.00 1.56
H 2.24 -0.27 1.28
H 1.12 -1.52 1.13
C -2.43 1.10 0.51
C -2.22 1.51 -0.94
H -3.29 1.64 0.93
H -2.53 0.02 0.64
H -1.58 1.42 1.12
H -1.25 1.20 -1.32
H -2.37 2.59 -1.04
H -2.96 1.04 -1.59
```

Atom charges from the natural (NBO) analysis, given in e for atoms 1 to 6: C -0.80; C -0.82; H 0.18; H 0.19; H 0.18; H 0.18

=====

Short version: arrangement Q is the most stable of them.

=====

Arrangement P

Molecular formula: C4H12
Method: DFT, ωB97M-V/def2-TZVPD

Its expectation value of S² is 0.750. Its LUMO energy (alpha / beta) is 4.279 / 4.496 eV. The HOMO energy (alpha / beta) is 1.5 / -7.2 eV. Its multiplicity is 2. The charge is -1. For the gap between HOMO and LUMO (alpha / beta), the calculation gives 0.101 / 0.429 hartree.

The geometry in XYZ format:
```
16
C4H12 (ωB97M-V/def2-TZVPD)
C -0.25 -1.36 0.20
C 0.38 -2.61 -0.46
H 0.40 -0.53 0.26
H -1.14 -1.10 -0.40
H -0.51 -1.47 1.21
H 1.51 -2.43 -0.65
H 0.04 -3.41 0.14
H -0.13 -2.67 -1.57
C 0.00 1.91 0.89
C -0.18 1.97 -0.58
H -0.22 0.96 1.40
H 1.16 1.92 0.90
H -0.33 2.73 1.52
H -0.96 1.18 -0.91
H 0.76 1.97 -1.11
H -0.55 2.93 -0.85
```

Atom charges from the natural (NBO) analysis, given in e for atoms 1 to 6: C -0.87; C -0.72; H 0.20; H 0.19; H 0.19; H 0.20

=====

Arrangement Q

Molecular formula: C4H12
Method: DFT, ωB97M-V/def2-TZVPD

Its expectation value of S² is 0.750. Its LUMO energy (alpha / beta) is 4.371 / 4.374 eV. The HOMO energy (alpha / beta) is 1.5 / -7.6 eV. Its multiplicity is 2. The charge is -1. For the gap between HOMO and LUMO (alpha / beta), the calculation gives 0.104 / 0.442 hartree.

The geometry in XYZ format:
```
16
C4H12 (ωB97M-V/def2-TZVPD)
C -0.04 -1.76 -1.27
C 1.22 -0.98 -1.73
H -0.25 -2.66 -1.80
H -0.86 -1.00 -1.35
H 0.29 -2.07 -0.25
H 0.98 -0.30 -2.52
H 1.63 -0.56 -0.77
H 1.98 -1.61 -2.21
C -1.04 0.81 1.84
C -0.13 1.94 1.18
H -1.35 -0.02 1.24
H -2.00 1.38 2.14
H -0.54 0.33 2.69
H -0.69 2.84 1.33
H -0.15 1.62 0.09
H 0.92 1.95 1.47
```

Atom charges from the natural (NBO) analysis, given in e for atoms 1 to 6: C -0.83; C -0.96; H 0.19; H 0.19; H 0.18; H 0.18

=====

Arrangement R

Molecular formula: C4H12
Method: DFT, ωB97M-V/def2-TZVPD

Its expectation value of S² is 0.750. Its LUMO energy (alpha / beta) is 4.433 / 4.423 eV. The HOMO energy (alpha / beta) is 1.5 / -7.5 eV. Its multiplicity is 2. The charge is -1. For the gap between HOMO and LUMO (alpha / beta), the calculation gives 0.107 / 0.436 hartree.

The geometry in XYZ format:
```
16
C4H12 (ωB97M-V/def2-TZVPD)
C 2.18 -1.04 0.49
C 2.28 0.39 -0.15
H 3.04 -1.06 1.21
H 1.22 -1.15 0.87
H 2.53 -1.86 -0.28
H 1.44 1.04 -0.06
H 2.39 0.29 -1.21
H 2.89 1.02 0.41
C -2.43 -0.27 -0.65
C -2.07 0.90 0.30
H -3.33 -0.11 -1.27
H -1.55 -0.63 -1.34
H -2.50 -1.17 0.00
H -2.54 1.82 -0.02
H -1.07 1.28 0.41
H -2.32 0.70 1.36
```

Atom charges from the natural (NBO) analysis, given in e for atoms 1 to 6: C -0.73; C -0.86; H 0.19; H 0.21; H 0.18; H 0.20

=====

Short version: arrangement Q is the most stable of them.

=====

Arrangement P

Molecular formula: C3H10NO2Si
Method: DFT, ωB97M-V/def2-TZVPD

Its LUMO energy is -3.293 eV. The HOMO energy is -14.2 eV. The structure (SMILES) is C=C[Si](O)(O)C[NH3+]. The charge is +1. For the gap between HOMO and LUMO, the calculation gives 0.402 hartree.

The geometry in XYZ format:
```
17
C3H10NO2Si (ωB97M-V/def2-TZVPD)
C -2.70 -0.81 0.09
C -2.07 0.33 -0.14
C 0.97 -0.91 -0.31
N 2.33 -0.39 -0.03
O 0.34 1.03 1.56
O 0.50 1.57 -1.14
Si -0.22 0.58 -0.08
H -3.78 -0.88 0.07
H -2.18 -1.73 0.31
H -2.67 1.21 -0.35
H 0.75 -1.71 0.39
H 0.94 -1.32 -1.32
H 2.29 0.05 0.90
H 2.54 0.35 -0.72
H 3.06 -1.11 -0.07
H -0.30 1.30 2.21
H 0.21 2.44 -1.39
```

Atom charges from the natural (NBO) analysis, given in e for atoms 1 to 6: C -0.26; C -0.74; C -0.68; N -0.67; O -1.11; O -1.11

=====

Arrangement Q

Molecular formula: C3H10NO2Si
Method: DFT, ωB97M-V/def2-TZVPD

Its LUMO energy is -3.928 eV. The HOMO energy is -14.0 eV. The charge is +1. For the gap between HOMO and LUMO, the calculation gives 0.371 hartree.

The geometry in XYZ format:
```
17
C3H10NO2Si (ωB97M-V/def2-TZVPD)
C -2.74 -0.71 -0.49
C -1.41 -0.77 -0.47
C 1.64 0.56 -0.44
N 2.04 -0.52 0.47
O -0.46 0.73 2.09
O -1.24 1.95 -0.55
Si -0.24 0.75 -0.36
H -3.32 -1.59 -0.48
H -3.22 0.22 -0.34
H -0.75 -1.70 -0.52
H 1.90 0.27 -1.47
H 2.22 1.39 -0.02
H 3.02 -0.48 0.74
H 2.04 -1.45 0.01
H -0.97 1.46 2.55
H 0.50 0.54 2.29
H -1.20 2.95 -0.64
```

Atom charges from the natural (NBO) analysis, given in e for atoms 1 to 6: C -0.25; C -0.72; C -0.74; N -0.86; O -0.97; O -1.12

=====

Arrangement R

Molecular formula: C3H10NO2Si
Method: DFT, ωB97M-V/def2-TZVPD

Its LUMO energy is -4.541 eV. The HOMO energy is -14.5 eV. The charge is +1. For the gap between HOMO and LUMO, the calculation gives 0.366 hartree.

The geometry in XYZ format:
```
17
C3H10NO2Si (ωB97M-V/def2-TZVPD)
C -1.65 0.13 0.95
C -1.21 1.00 -0.06
C -0.93 0.20 -1.32
N -0.70 -1.04 -1.47
O -1.42 -1.04 1.13
O 1.76 -0.42 -0.36
Si 2.21 -0.11 1.15
H -2.18 0.59 1.85
H -1.94 1.72 -0.36
H -0.25 1.49 0.03
H -1.06 0.82 -2.20
H -0.60 -1.51 -2.42
H 2.24 -0.04 -1.14
H -0.79 -1.58 -0.56
H 1.14 -0.88 1.86
H 3.49 -0.65 1.67
H 1.87 1.34 1.24
```

Atom charges from the natural (NBO) analysis, given in e for atoms 1 to 6: C 0.43; C -0.60; C 0.33; N -0.60; O -0.49; O -1.14

=====

Short version: arrangement P is the most stable of them.

=====

Arrangement P

Molecular formula: C6H15P
Method: DFT, ωB97M-V/def2-TZVPD

Its LUMO energy is 1.104 eV. The HOMO energy is -8.4 eV. The structure (SMILES) is CC[C@@H](C)P(C)C. For the gap between HOMO and LUMO, the calculation gives 0.350 hartree.

The geometry in XYZ format:
```
22
C6H15P (ωB97M-V/def2-TZVPD)
C 2.33 1.39 0.92
C -0.16 -0.23 2.00
C 1.01 0.91 0.07
C -0.57 -1.95 -1.79
C -2.18 0.46 -1.26
C 0.18 -0.35 0.53
P -1.44 -1.03 -0.46
H 2.09 1.64 2.00
H 2.79 2.26 0.52
H -0.88 -1.01 2.29
H 0.71 -0.34 2.73
H -0.77 0.66 2.32
H 3.11 0.58 0.97
H 0.27 1.63 0.53
H 1.14 0.84 -0.99
H -0.30 -2.87 -1.35
H -1.37 -2.02 -2.58
H 0.20 -1.40 -2.48
H -2.29 0.33 -2.36
H -3.08 0.60 -0.85
H -1.47 1.30 -1.17
H 0.67 -1.40 0.42
```

Atom charges from the natural (NBO) analysis, given in e for atoms 1 to 6: C -0.61; C -0.65; C -0.43; C -0.96; C -0.94; C -0.44

=====

Arrangement Q

Molecular formula: C6H15P
Method: DFT, ωB97M-V/def2-TZVPD

Its LUMO energy is -0.209 eV. The HOMO energy is -6.8 eV. For the gap between HOMO and LUMO, the calculation gives 0.241 hartree.

The geometry in XYZ format:
```
22
C6H15P (ωB97M-V/def2-TZVPD)
C 1.34 1.24 0.84
C -1.46 0.84 -0.98
C -2.76 -0.16 0.96
C 3.26 -0.48 -0.25
C 0.20 -1.33 0.09
C -2.05 -0.26 -0.27
P 1.43 -0.03 -0.25
H 0.47 1.28 1.45
H 2.02 1.98 0.81
H -0.51 1.39 -0.45
H -2.12 1.66 -1.26
H -0.97 0.41 -1.89
H -3.74 0.34 0.83
H -3.18 -1.26 1.27
H -2.34 0.42 1.84
H 3.46 -1.23 -0.99
H 3.82 0.45 -0.58
H 3.37 -0.78 0.73
H 0.32 -2.12 -0.65
H 0.23 -1.49 1.19
H -2.25 -1.22 -0.77
H 1.48 0.34 -1.67
```

Atom charges from the natural (NBO) analysis, given in e for atoms 1 to 6: C -1.19; C -0.75; C -0.71; C -0.92; C -0.88; C 0.07

=====

Short version: arrangement P is the most stable of them.